No. 1
# C4H6OS

A 2-piece molecular cluster, C4H6OS overall in a non-equilibrium geometry (ωB97M-V/def2-TZVPD, the OMol25 dataset).

Results
- E (eV) = -17123.643
- max |F| (eV/Å) = 3.66
- multiplicity = 1

Last column: Mulliken charge in e.
Geometry (Å):
1 C -0.59463 1.73150 0.71012  -0.7881
2 C 0.32741 0.83883 0.42873  0.2035
3 C 1.38643 0.10227 0.06419  -0.1664
4 C 1.49208 -1.30002 -0.36859  -0.7850
5 H -1.17436 2.06443 -0.10740  0.2352
6 H -0.91151 2.06747 1.69286  0.2581
7 H 2.14902 0.75157 -0.31320  0.2799
8 H 2.25253 -1.84051 0.20068  0.2800
9 H 0.41185 -1.88214 -0.35383  0.2052
10 H 1.84423 -1.33529 -1.36507  0.2860
11 O -3.52289 0.03118 0.09565  -0.2632
12 S -3.66015 -1.22930 -0.68414  0.2548

No. 2
# C5H10NO

An isolated ion of composition C5H10NO and charge +1 in a non-equilibrium geometry (ωB97M-V/def2-TZVPD, the OMol25 dataset).

Results
- E (eV) = -8874.973
- net charge = +1
- max |F| (eV/Å) = 5.35
- multiplicity = 1

Last column: Mulliken charge in e.
Geometry (Å):
1 C 1.82101 -1.56463 -0.02753  -0.9797
2 C 1.35202 -0.32814 -0.08735  0.5812
3 O 1.66139 0.82529 0.38221  -0.3560
4 C 0.90030 1.91390 -0.05466  -0.3547
5 C -0.56669 1.36605 -0.23716  -0.7238
6 C -0.43139 -0.11205 -0.64074  -0.1989
7 N -0.95903 -1.15412 0.28806  -0.1827
8 H 2.89859 -1.61077 0.38976  0.2487
9 H 1.26693 -2.39597 -0.39552  0.3425
10 H 1.14181 2.14872 -1.19327  0.2780
11 H 1.02262 2.77549 0.56766  0.3756
12 H -1.23266 1.36820 0.74246  0.2415
13 H -1.08908 2.04350 -0.92546  0.3420
14 H -0.39055 -0.38948 -1.69123  0.4521
15 H -0.22944 -1.97719 0.21121  0.2401
16 H -1.85550 -1.40411 -0.02468  0.3230
17 H -0.94218 -0.76507 1.17546  0.3709

No. 3
# C14H43AsF6O7

C14H43AsF6O7 as an isolated structure in a non-equilibrium geometry (ωB97M-V/def2-TZVPD, the OMol25 dataset).

Results
- E (eV) = -106675.075
- max |F| (eV/Å) = 10.57
- multiplicity = 1

Last column: Mulliken charge in e.
Geometry (Å):
1 O 0.47912 0.62055 -0.28852  -1.4051
2 H 1.06381 0.71928 -1.04350  2.3894
3 H 0.98030 0.27713 0.45477  -0.7376
4 H -0.32708 0.14973 -0.51205  -0.0319
5 As 1.60611 3.99101 0.16654  1.9543
6 F 0.02637 4.43109 0.99245  -0.5011
7 F 0.78925 3.85764 -1.44578  -0.5091
8 F 3.17114 3.46654 -0.55823  -0.5184
9 F 2.50797 3.97206 1.75704  -0.5367
10 F 1.24291 2.24325 0.41820  -0.3771
11 F 1.95058 5.68952 -0.21269  -0.4810
12 C 0.89584 -2.02034 -2.03173  -1.2963
13 C -0.34357 -2.69089 -2.64675  0.0468
14 C -0.21242 -4.18767 -2.77584  -1.5593
15 O -1.39316 -2.62600 -1.77832  -0.4596
16 H 1.73197 -2.19133 -2.70978  0.7034
17 H 1.21789 -2.47000 -1.09249  0.0351
18 H 0.77843 -0.93940 -1.95500  0.5865
19 H -0.60878 -2.29852 -3.62849  0.4413
20 H -1.20410 -4.63997 -2.78509  0.3650
21 H 0.22114 -4.59155 -1.86095  0.3477
22 H 0.34226 -4.45949 -3.67391  0.4180
23 H -2.13733 -3.10509 -2.15017  0.5083
24 C -3.17845 1.64916 1.25417  -1.7105
25 C -1.86138 1.05312 1.81172  1.4240
26 C -0.77046 2.15031 1.71927  -1.4970
27 O -1.98507 0.70661 3.17887  -0.5948
28 H -3.97557 0.90623 1.22666  0.4922
29 H -3.00350 2.05048 0.25595  0.1525
30 H -3.48393 2.48358 1.88546  0.4539
31 H -1.60855 0.21538 1.16182  -0.7215
32 H -1.01911 3.03597 2.30397  0.9334
33 H -0.64209 2.45340 0.68016  -0.0623
34 H 0.20727 1.72037 1.93675  0.3759
35 H -2.63090 0.02196 3.36800  0.4127
36 C 3.29405 -1.23131 2.23524  -1.8098
37 C 1.90903 -0.95278 1.68604  1.5221
38 C 1.16511 0.05779 2.53082  -0.0428
39 O 2.01195 -0.30500 0.39869  -0.3798
40 H 3.21470 -1.71108 3.21075  0.3920
41 H 3.90282 -0.33215 2.33016  0.4091
42 H 3.85239 -1.94082 1.62455  0.4328
43 H 1.41863 -1.92623 1.68343  -0.5473
44 H 0.14786 0.24218 2.18546  0.1143
45 H 1.66600 1.02542 2.56093  0.1228
46 H 1.12301 -0.26767 3.57024  0.6009
47 H 2.47207 -0.89071 -0.20695  0.4146
48 C -2.35468 -1.61250 0.72475  -1.5949
49 C -0.83759 -1.47309 0.59685  0.1212
50 C -0.12495 -2.83201 0.72188  -2.0690
51 O -0.50950 -0.94627 -0.64460  0.7669
52 H -2.66264 -2.34692 -0.01949  0.4270
53 H -2.91236 -0.69623 0.53099  0.1953
54 H -2.58406 -2.00164 1.71674  0.3424
55 H -0.41744 -0.86947 1.40134  0.4999
56 H -0.41650 -3.56295 -0.03234  -0.1606
57 H -0.49395 -3.20957 1.67550  0.7721
58 H 0.95349 -2.69804 0.80613  0.3117
59 H -0.86349 -1.52593 -1.32306  1.0628
60 C 1.40403 1.83830 -2.14424  -1.8040
61 O 1.49813 0.43413 -1.98642  -0.4924
62 H 2.20582 2.34142 -1.60375  0.6887
63 H 1.37322 2.14923 -3.18850  0.4436
64 H 0.48053 2.04078 -1.60180  -0.3669
65 H 2.04959 0.03529 -2.66349  0.6915
66 C -1.71186 2.28276 -1.41409  -0.9841
67 O -1.51050 0.93681 -0.95508  -0.6179
68 H -1.92351 2.31487 -2.48286  0.5020
69 H -2.57580 2.72610 -0.91895  0.2399
70 H -0.83455 2.89240 -1.19786  0.4779
71 H -2.23565 0.37083 -1.22973  0.2770

No. 4
# C20H21N7O5PtS2

C20H21N7O5PtS2 as an isolated structure (ωB97M-V/def2-TZVPD, the OMol25 dataset).

Results
- E (eV) = -66664.370
- max |F| (eV/Å) = 0.91
- multiplicity = 1

Last column: Mulliken charge in e.
Geometry (Å):
1 Pt -0.45055 -0.62694 0.03867  0.5488
2 O -2.81954 -4.42183 0.71627  -0.6996
3 C -4.02306 -3.81676 0.67044  0.4361
4 C -5.14336 -4.63867 0.81555  -0.7313
5 C -6.41316 -4.10564 0.78132  -0.2823
6 C -6.60013 -2.73601 0.60218  -0.8162
7 C -5.49908 -1.92136 0.45990  -0.4149
8 C -4.19667 -2.43648 0.49064  0.3168
9 C -3.06076 -1.51191 0.33526  0.7329
10 O -1.85386 -2.04034 0.32708  -0.8458
11 N -3.28818 -0.24532 0.20856  -0.6528
12 N -2.10613 0.49530 0.09296  0.2668
13 C -2.28921 1.76399 0.09905  0.2915
14 S -0.99066 2.90819 -0.09292  0.0712
15 C -1.97873 4.28197 0.56002  -0.6665
16 C -3.38233 4.13972 0.01089  -0.5345
17 S -3.90649 2.42114 0.27120  -0.0169
18 H -2.13998 -3.72605 0.61488  0.4414
19 H -4.97707 -5.69824 0.95544  0.4338
20 H -7.26788 -4.75997 0.89656  0.3682
21 H -7.59591 -2.31544 0.57375  0.3890
22 H -5.61685 -0.85619 0.31879  0.4689
23 H -1.50256 5.20711 0.23672  0.3891
24 H -1.98075 4.24412 1.64941  0.2892
25 H -3.41139 4.37370 -1.05300  0.3024
26 H -4.08739 4.78169 0.53809  0.3879
27 C 4.57080 1.16164 -3.94698  -0.8026
28 O 5.08783 1.49060 -2.67083  -0.4731
29 C 4.23433 1.44634 -1.61506  1.1441
30 C 4.79901 1.76528 -0.37069  -1.1962
31 C 3.98274 1.73248 0.73591  -0.8541
32 C 2.62344 1.38313 0.68473  0.4836
33 C 1.85069 1.29255 1.93355  1.0145
34 C 2.51041 1.64668 3.25065  -1.6781
35 O 0.70014 0.90077 1.93356  -0.4993
36 C 2.05002 1.06431 -0.58132  -0.1968
37 O 0.81357 0.73274 -0.84018  -1.0165
38 C 2.90272 1.10715 -1.71411  0.0805
39 H 5.40378 1.24297 -4.63956  0.2401
40 H 3.77944 1.85436 -4.24341  0.3314
41 H 4.17905 0.14096 -3.96566  0.3155
42 H 5.84054 2.04860 -0.31588  0.4111
43 H 4.41200 1.98770 1.69548  0.3523
44 H 2.94024 2.64919 3.23686  0.4119
45 H 3.31438 0.94425 3.47744  0.3785
46 H 1.75249 1.58405 4.02654  0.3604
47 H 2.44675 0.85410 -2.66019  0.4342
48 N 4.55912 -1.84870 0.19990  -0.6033
49 N 3.23847 -1.99480 -0.20086  1.2746
50 N 2.88493 -2.48876 -1.36805  -1.0079
51 C 1.56890 -2.38411 -1.30591  -0.0517
52 N 1.18342 -1.84923 -0.13856  -0.0482
53 N 2.26984 -1.62315 0.56594  -0.4185
54 H 5.11469 -2.05673 -0.62445  0.3610
55 H 4.67992 -0.85790 0.42367  0.3060
56 H 0.88799 -2.68626 -2.08026  0.4736

No. 5
# C21H32N4O4

C21H32N4O4 in the gas phase in a non-equilibrium geometry (ωB97M-V/def2-TZVPD, the OMol25 dataset).

Results
- E (eV) = -36443.380
- max |F| (eV/Å) = 1.31
- multiplicity = 1

Last column: Mulliken charge in e.
Geometry (Å):
1 C -3.28358 -0.89975 5.53120  -1.1357
2 C -2.47586 -2.07752 4.99741  -0.6068
3 C -1.78409 -1.77506 3.66818  -0.5987
4 C -0.70431 -0.70044 3.79599  -0.8172
5 N 0.20372 -0.70001 2.66414  1.1597
6 C -0.39608 -0.43144 1.37288  -0.3813
7 C -1.18251 0.87937 1.18852  -0.4438
8 C -0.32863 2.14112 1.28549  0.1604
9 C -1.13329 3.39762 0.97256  -1.3785
10 C 1.45598 -0.02657 2.94169  -0.9724
11 C 2.48630 -0.99873 3.53950  -1.0410
12 C 2.73017 -2.20122 2.63207  -0.8093
13 N 3.14813 -1.78216 1.31200  -0.0948
14 C 2.56719 -2.23431 0.19531  0.3855
15 O 1.80008 -3.17108 0.13229  -0.6690
16 C 2.97089 -1.43127 -1.06454  -0.0319
17 C 1.92861 -1.60932 -2.16731  -1.2175
18 C 1.26815 -0.25211 -2.11554  0.7540
19 C 0.07573 0.11313 -2.85338  0.3824
20 C -0.50864 -0.78223 -3.75289  -0.7340
21 C -1.65223 -0.43803 -4.45374  -0.6957
22 C -2.23801 0.79982 -4.26840  -0.6234
23 C -1.65760 1.68880 -3.36898  -0.2116
24 N -2.27241 2.97969 -3.16590  1.0638
25 O -3.25404 3.24510 -3.82601  -0.6503
26 O -1.77294 3.71762 -2.34452  -0.6340
27 C -0.51170 1.36366 -2.66290  -0.0554
28 N 1.86839 0.55978 -1.33317  -0.4366
29 O 2.94227 -0.02311 -0.74238  -0.3515
30 H -2.63608 -0.06206 5.77677  0.2832
31 H -3.82167 -1.18704 6.43186  0.3755
32 H -4.00886 -0.56951 4.79052  0.2914
33 H -3.14601 -2.92834 4.85333  0.3497
34 H -1.72758 -2.36953 5.73798  0.3311
35 H -2.53636 -1.46579 2.94078  0.2915
36 H -1.30964 -2.68533 3.29651  0.2805
37 H -0.10628 -0.92247 4.68414  0.4179
38 H -1.16842 0.28794 3.94902  0.2256
39 H 0.40554 -0.46200 0.63271  -0.7277
40 H -1.06729 -1.26657 1.15024  0.3474
41 H -1.98963 0.92900 1.92209  0.4836
42 H -1.64537 0.84126 0.19833  0.3489
43 H 0.51116 2.06210 0.59083  0.0513
44 H 0.07765 2.22999 2.29449  0.2378
45 H -1.49260 3.39171 -0.05333  0.1400
46 H -0.51739 4.28384 1.10571  0.4103
47 H -1.99225 3.47558 1.63646  0.3626
48 H 1.33063 0.81524 3.64044  0.3120
49 H 1.85580 0.37838 2.01095  0.5252
50 H 3.42231 -0.45947 3.70358  0.4770
51 H 2.13662 -1.36782 4.50367  0.3643
52 H 3.49327 -2.85446 3.07014  0.3261
53 H 1.80519 -2.76724 2.50419  0.3734
54 H 3.72638 -0.95679 1.24978  0.3012
55 H 3.99337 -1.68520 -1.35558  0.5402
56 H 2.36005 -1.80624 -3.14969  0.5253
57 H 1.24599 -2.41959 -1.89781  0.4573
58 H -0.06562 -1.75378 -3.90614  0.4505
59 H -2.08942 -1.14068 -5.14599  0.4036
60 H -3.13095 1.09145 -4.79910  0.5010
61 H -0.07515 2.06706 -1.97161  0.6270

No. 6
# C4H8N2O

C4H8N2O in the gas phase in a non-equilibrium geometry (ωB97M-V/def2-TZVPD, the OMol25 dataset).

Results
- E (eV) = -9302.284
- max |F| (eV/Å) = 2.72
- multiplicity = 1

Last column: Mulliken charge in e.
Geometry (Å):
1 C 0.89003 1.63565 -0.64975  -0.7542
2 C -0.13215 1.68222 0.42192  -0.1771
3 O -1.42621 1.23969 0.07452  -0.3891
4 C -1.17306 0.30548 1.03859  -0.1442
5 N -0.57563 -0.91632 0.89901  -0.5632
6 C -0.31270 -1.45628 -0.23278  -0.0582
7 N 0.45323 -2.57707 -0.30303  -0.3979
8 H 1.00755 0.61778 -1.07029  0.2023
9 H 0.59774 2.27505 -1.47968  0.2520
10 H 1.86247 1.95941 -0.27023  0.2820
11 H 0.14419 2.04487 1.40860  0.3741
12 H -1.81096 0.39753 1.91226  0.4787
13 H -0.55853 -1.00184 -1.19673  0.4255
14 H 0.38835 -3.16334 -1.12128  0.2267
15 H 0.64566 -3.04283 0.56888  0.2427